Below is a structure of composition C36H29MoN7O12 at a distorted geometry, with properties calculated with wB97M-V/def2-TZVPD.

Last column: Mulliken charge in e.
Atoms and positions in Å:
Mo  -1.633  -0.615  -0.317  0.34
N  -0.223  -2.306  -0.741  -0.15
C  -0.238  -2.724  -2.143  -0.10
C  -1.674  -2.630  -2.613  0.30
O  -2.084  -3.207  -3.607  -0.70
N  -2.409  -1.844  -1.794  0.25
C  -3.840  -1.830  -2.013  -0.59
C  -4.496  -1.213  -0.797  0.26
O  -5.689  -1.189  -0.630  -0.67
O  -3.624  -0.681  0.042  -0.55
H  0.705  -2.109  -0.400  -0.06
H  -0.613  -3.020  -0.144  0.47
H  0.136  -3.733  -2.300  0.56
H  0.371  -2.033  -2.719  -0.12
H  -4.227  -2.831  -2.178  0.52
H  -4.131  -1.245  -2.892  0.28
C  -2.534  1.986  4.723  -0.44
C  -2.025  2.987  3.906  -0.67
C  -1.935  2.790  2.540  -0.35
C  -2.360  1.577  2.015  0.09
C  -2.901  0.574  2.809  -0.23
C  -2.978  0.791  4.177  -0.76
N  -2.267  1.359  0.601  1.94
N  -2.536  2.356  -0.075  -1.44
C  -2.481  2.142  -1.474  -0.32
C  -2.773  3.217  -2.291  -0.56
C  -2.746  3.006  -3.663  -0.64
C  -2.443  1.744  -4.140  -0.49
C  -2.168  0.727  -3.239  -0.60
N  -2.181  0.921  -1.920  0.98
H  -2.578  2.139  5.795  0.45
H  -1.675  3.915  4.340  0.39
H  -1.522  3.549  1.890  0.46
H  -3.276  -0.331  2.362  0.59
H  -3.383  0.014  4.812  0.43
H  -3.010  4.172  -1.846  0.58
H  -2.961  3.817  -4.348  0.43
H  -2.405  1.532  -5.201  0.46
H  -1.919  -0.271  -3.572  0.49
O  0.087  -0.074  1.172  -0.69
C  0.271  -0.904  2.346  3.60
C  -1.016  -1.767  2.442  -0.83
O  -1.283  -2.387  3.445  -0.68
O  -1.716  -1.833  1.342  -0.78
C  0.548  -0.027  3.568  -0.57
C  0.559  -0.575  4.853  -0.66
C  0.904  0.209  5.942  -0.87
C  1.269  1.538  5.768  -0.60
C  1.280  2.078  4.494  -1.03
C  0.919  1.301  3.400  0.36
C  1.455  -1.856  2.136  0.19
C  2.731  -1.312  2.007  -0.26
C  3.823  -2.126  1.758  -0.91
C  3.658  -3.501  1.656  -0.57
C  2.396  -4.053  1.815  -0.99
C  1.299  -3.235  2.058  -0.25
H  0.943  0.117  0.693  0.41
H  0.286  -1.610  4.991  0.47
H  0.899  -0.226  6.936  0.43
H  1.554  2.143  6.621  0.41
H  1.569  3.113  4.343  0.44
H  0.927  1.736  2.410  0.49
H  2.873  -0.241  2.100  0.35
H  4.808  -1.686  1.650  0.45
H  4.512  -4.141  1.466  0.40
H  2.257  -5.127  1.763  0.45
H  0.323  -3.688  2.211  0.63
O  2.060  0.350  -0.291  -0.64
C  1.457  0.368  -1.381  -0.43
O  0.220  0.171  -1.539  0.93
C  2.233  0.643  -2.640  0.34
C  3.618  0.718  -2.607  -0.43
C  4.291  0.990  -3.782  -0.32
C  3.648  1.207  -4.988  -0.64
C  2.268  1.135  -4.971  -0.12
C  1.552  0.850  -3.827  -0.32
N  1.524  1.384  -6.223  0.99
O  0.309  1.357  -6.163  -0.58
O  2.164  1.474  -7.249  -0.60
N  5.769  1.061  -3.755  1.08
O  6.320  0.842  -2.695  -0.61
O  6.337  1.291  -4.804  -0.63
H  4.151  0.567  -1.681  0.75
H  4.196  1.425  -5.889  0.62
H  0.475  0.798  -3.855  0.38

Calculated values
Calculated total energy in eV: -74657.49671
LUMO level (alpha / beta) in eV: -1.87 / -1.99
Net charge: 0
⟨S²⟩: 2.012
Multiplicity: 3

Below is the molecule C5H10O2, with properties calculated with wB97M-V/def2-TZVPD.

Last column: Mulliken charge in e.
Atoms and positions in Å:
C  2.311  0.098  0.466  -0.66
O  1.611  -0.542  -0.580  -0.38
C  0.294  -0.946  -0.289  -0.81
C  -0.739  0.139  -0.660  0.79
C  -2.159  -0.370  -0.448  -1.44
C  -0.481  1.391  0.155  -0.32
O  -1.007  1.614  1.222  -0.50
H  1.651  0.636  1.160  0.33
H  2.992  0.827  0.014  0.25
H  2.899  -0.627  1.044  0.26
H  0.170  -1.230  0.768  0.36
H  0.092  -1.837  -0.897  0.35
H  -0.566  0.384  -1.716  0.25
H  -2.893  0.374  -0.771  0.36
H  -2.329  -1.287  -1.022  0.40
H  -2.339  -0.573  0.612  0.33
H  0.256  2.107  -0.271  0.43

Calculated values
Calculated total energy in eV: -9441.12775
LUMO level in eV: 0.96
Net charge: 0
SMILES string: COC[C@@H](C)C=O

Below is a cluster of 40 separate species, H80O40 in total at a distorted geometry, with properties calculated with wB97M-V/def2-TZVPD.

Last column: Mulliken charge in e.
Atoms and positions in Å:
H  -2.296  -4.178  -1.882  0.27
H  -3.140  -2.970  -2.648  0.24
O  -2.993  -3.716  -2.241  -0.58
H  0.365  -4.128  -1.532  0.37
H  -0.356  -3.234  -0.421  0.32
O  -0.380  -4.027  -0.982  -0.50
H  2.377  -4.848  0.875  0.29
H  1.232  -5.385  1.365  0.36
O  2.219  -5.337  1.672  -0.65
H  -4.599  -0.149  -4.280  0.30
H  -5.128  0.965  -4.714  0.24
O  -4.501  0.461  -4.965  -0.53
H  6.165  1.268  0.023  0.26
H  6.301  2.015  -1.221  0.31
O  6.029  1.182  -0.893  -0.54
H  2.254  -0.483  1.308  -0.03
O  1.952  0.413  1.285  -0.12
H  -0.525  1.025  2.221  -0.35
O  -0.452  1.168  3.280  0.30
H  -0.822  0.991  -6.374  0.31
H  -2.353  0.368  -6.156  0.33
O  -1.526  0.366  -6.686  -0.66
H  -0.103  -2.870  4.599  0.39
H  -0.727  -2.117  3.535  0.28
O  0.093  -2.221  4.034  -0.59
H  -1.001  0.830  0.269  -0.25
H  -0.200  0.526  -1.233  -0.21
O  -0.710  1.085  -0.656  1.24
H  -4.105  -0.825  1.394  0.28
H  -4.277  0.091  2.377  0.36
O  -4.410  -0.827  2.287  -0.69
H  0.349  2.160  -1.873  0.00
O  1.075  2.124  -2.489  -0.48
H  0.455  -1.462  -4.602  0.46
H  1.774  -2.264  -4.221  0.30
O  1.586  -1.516  -4.634  -0.76
H  -0.601  -1.649  6.173  0.40
H  -1.424  -2.974  5.976  0.28
O  -0.668  -2.688  6.303  -0.79
H  -0.367  5.543  -1.232  0.26
H  -0.333  6.296  0.207  0.29
O  -0.617  5.594  -0.395  -0.49
H  1.807  2.929  1.860  0.16
H  0.401  3.254  1.550  0.28
O  1.081  3.275  2.235  -0.51
H  0.166  5.607  -4.190  0.32
H  0.278  4.930  -2.933  0.23
O  -0.349  5.460  -3.335  -0.65
H  -2.377  3.577  -1.688  0.34
H  -2.431  2.191  -1.215  0.17
O  -2.711  2.711  -2.034  -0.67
H  4.788  1.971  0.988  0.34
O  5.247  2.581  1.534  -0.76
H  -1.241  -0.603  -4.127  0.41
H  -0.911  -1.110  -2.684  0.11
O  -0.892  -1.350  -3.636  -0.57
H  0.736  -3.360  1.907  0.09
O  0.266  -2.745  1.259  -0.05
H  3.135  5.111  0.771  0.19
H  4.292  4.033  0.320  0.38
O  3.351  4.232  0.873  -0.52
H  3.132  -0.992  3.107  0.26
H  2.917  -0.169  4.424  0.26
O  3.130  -0.135  3.467  -0.52
H  3.028  -2.750  0.923  0.14
H  3.070  -2.894  2.449  0.31
O  2.889  -2.269  1.816  -0.72
H  -1.751  3.955  1.024  0.23
H  -1.452  2.588  0.494  0.03
O  -1.620  3.050  1.267  -0.62
H  1.746  0.151  -2.716  -0.70
H  1.802  0.057  -1.087  0.10
O  1.415  -0.315  -1.985  0.78
H  0.433  -4.634  -3.484  0.33
H  -0.004  -3.150  -3.497  0.38
O  0.802  -3.735  -3.232  -0.80
H  -2.047  1.866  -3.240  0.24
H  -2.704  1.134  -4.459  0.20
O  -2.098  0.988  -3.806  -0.45
H  3.342  2.051  -1.136  0.20
H  2.479  2.927  -1.970  0.46
O  3.332  2.878  -1.617  -0.60
H  -2.863  -2.080  -0.345  0.09
H  -2.298  -1.632  1.084  0.24
O  -2.547  -1.285  0.111  -0.40
H  0.089  -0.382  6.906  0.33
H  -0.370  0.152  5.578  0.40
O  -0.681  -0.162  6.459  -0.69
H  3.843  -0.821  -3.181  0.27
O  4.618  -1.272  -2.842  -0.63
H  -5.244  2.324  1.136  0.27
H  -3.955  2.395  2.140  0.32
O  -4.257  2.026  1.196  -0.61
H  4.525  3.141  2.218  0.35
H  2.142  0.756  2.202  0.32
H  0.277  -1.780  1.156  0.04
H  -0.922  2.012  3.482  0.20
H  0.889  1.565  -3.269  0.31
H  5.193  -0.484  -2.709  0.27
O  -2.546  -1.877  3.881  -0.57
H  -3.426  -1.842  3.453  0.34
H  -2.384  -1.225  4.567  0.26
O  -3.759  -3.823  1.818  -0.44
H  -3.819  -4.436  2.468  0.25
H  -3.532  -4.261  1.076  0.22
O  2.352  0.964  -4.443  -0.56
H  3.291  1.240  -4.138  0.32
H  2.139  0.118  -4.263  0.24
O  -2.825  1.047  4.618  -0.43
H  -3.223  1.359  5.429  0.25
H  -2.966  0.165  4.559  0.12
O  -5.931  -1.073  -2.773  -0.61
H  -6.368  -0.958  -1.991  0.28
H  -5.358  -1.815  -2.657  0.30
O  3.863  -3.909  -1.197  -0.59
H  4.765  -3.754  -1.118  0.28
H  3.465  -3.237  -1.642  0.28
O  1.351  2.348  5.313  -0.62
H  2.248  2.226  5.035  0.29
H  0.885  2.654  4.580  0.28

Calculated values
Calculated total energy in eV: -83191.16731
LUMO level in eV: -0.32
Net charge: 0